Entry from the Open Molecules 2025 dataset: 7 unconnected molecules or ions with the total composition C25H44N2O15 at a distorted geometry (the ωB97M-V functional and the def2-TZVPD basis).

```
86
Properties=species:S:1:pos:R:3:forces:R:3:mulliken_charge:R:1
C 2.438520 -1.402199 -4.694936 1.83 0.85 -2.83 -1.51
C 3.752555 -0.890848 -4.158794 -2.84 2.85 1.97 1.01
C 4.122177 -1.505956 -2.822767 1.05 1.30 -0.43 -0.22
O 5.513660 -1.712474 -3.014184 0.74 -0.92 -1.08 -0.40
C 5.752944 -1.675132 -4.371434 7.48 -1.00 1.57 0.50
O 6.886351 -1.900348 -4.841474 -3.48 0.19 1.24 -0.65
O 4.785708 -1.179582 -5.001075 -1.42 0.15 -3.23 -0.37
H 1.589898 -0.986351 -4.238163 -1.05 0.58 0.68 0.22
H 2.496418 -2.445155 -4.553473 -0.51 -1.45 -0.09 0.50
H 2.444562 -1.167556 -5.822294 -0.37 -0.41 1.65 0.33
H 3.739082 0.217142 -4.000939 -0.12 -0.76 -0.61 0.13
H 3.617696 -2.430261 -2.707720 -0.42 -0.78 0.84 0.46
H 4.099380 -0.777576 -2.006008 -0.82 -0.58 0.15 0.02
C -1.789537 5.663866 1.381282 -1.34 -0.02 -0.79 -1.51
C -1.940892 4.136099 1.310372 -1.07 1.80 0.50 0.68
C -3.408604 3.569595 1.192478 2.28 0.64 1.25 -0.59
O -3.247208 2.653380 0.171418 -1.95 -1.98 -0.87 -0.32
C -2.129187 2.801134 -0.507912 1.55 -1.76 -0.58 0.61
O -1.762335 2.110690 -1.432342 -0.78 1.12 0.77 -0.56
O -1.377889 3.687830 0.119359 1.67 0.58 -1.25 -0.35
H -1.901636 6.085718 2.395690 -0.46 -0.32 -0.50 0.37
H -2.542105 6.047670 0.626441 0.80 0.16 1.12 0.33
H -0.813530 5.989002 1.054104 0.39 -0.21 -0.21 0.36
H -1.388935 3.702174 2.123040 0.04 -0.59 0.48 0.20
H -4.222899 4.189366 0.946876 -0.62 1.47 -0.38 0.54
H -3.623063 3.137927 2.142777 -0.42 -0.99 0.51 0.25
C -1.883977 0.460546 2.543973 -0.72 0.61 0.45 -0.30
O -0.689346 1.223796 2.917420 1.24 -0.20 -1.04 -0.43
C 0.446693 1.059082 2.193013 -1.09 -5.26 -5.47 0.62
O 0.496900 0.333067 1.057774 -0.65 3.75 5.39 -0.19
O 1.523636 1.494950 2.746436 -1.98 1.37 2.34 -0.38
C 2.757087 1.186348 2.239157 2.46 -1.28 -3.05 -0.27
H -2.287699 0.617770 1.544521 0.77 0.17 -0.26 -0.13
H -2.656636 0.831087 3.210752 0.10 0.21 0.19 0.34
H -1.863598 -0.600242 2.763347 0.83 -0.17 -0.08 0.31
H 2.774088 1.336980 1.131475 0.17 0.49 0.91 -0.04
H 3.001739 0.102070 2.251678 -0.42 0.44 0.69 0.18
H 3.563184 1.750727 2.730662 -0.74 -0.07 -0.05 0.30
C 6.466563 1.894220 -2.271801 1.48 -0.58 0.46 -0.64
O 5.171974 1.933572 -2.785352 -3.82 0.34 0.46 -0.30
C 4.118992 1.820133 -1.942427 0.66 -1.16 6.28 0.67
O 4.271925 1.612216 -0.597963 -0.91 1.17 -7.62 -0.63
O 2.922189 1.897286 -2.572661 4.15 0.40 -0.03 -0.36
C 1.722073 1.549170 -1.963861 -0.67 -1.24 0.61 0.33
H 7.065508 2.081205 -3.164904 0.23 -0.28 0.29 0.25
H 6.657802 0.898433 -1.831900 0.09 0.48 -0.28 0.29
H 6.702449 2.662485 -1.530526 -0.47 -0.03 -0.04 0.29
H 1.412207 0.600392 -2.402958 -0.43 0.29 -0.27 0.03
H 1.085093 2.368081 -2.121365 -1.30 0.71 -0.65 0.35
H 1.684469 1.380087 -0.909958 0.89 -0.04 0.87 -0.34
C -5.561715 0.048512 1.286600 3.22 0.04 0.54 -0.25
O -6.468832 -0.530551 2.231993 0.61 0.83 -0.19 -0.32
C -6.033195 -0.566947 3.485192 6.80 0.89 0.68 0.72
O -4.728157 -0.291442 3.870507 -7.50 -1.30 -1.84 -0.59
O -6.998106 -1.014125 4.220341 -0.87 0.00 1.25 -0.32
C -6.767152 -1.112493 5.650348 -1.45 0.65 0.34 -0.68
H -4.519290 -0.458153 1.347818 -1.96 0.70 -0.12 0.00
H -5.387922 1.123328 1.395047 -0.12 -0.04 1.08 0.13
H -5.881757 0.070583 0.279107 -1.11 -1.21 -0.84 0.39
H -7.724146 -1.254011 6.293852 1.59 -0.23 -1.85 0.22
H -6.317491 -0.213897 5.971698 0.25 1.39 0.31 0.33
H -5.977043 -1.787177 5.770312 0.62 -1.71 0.54 0.33
C -0.399204 -3.537560 1.818805 2.76 -1.24 1.18 -1.17
C 1.004550 -2.848829 2.081656 -2.12 -0.46 -1.55 0.32
C 2.159524 -3.759161 1.774489 1.80 1.23 0.22 -0.65
C 2.702004 -3.600660 0.385925 -0.72 -1.03 1.37 0.29
N 3.152775 -3.576489 -0.665649 0.05 0.17 -0.34 -0.44
H -0.388351 -4.506981 2.403949 -0.32 0.98 -0.60 0.41
H -0.452957 -3.797768 0.768483 -0.33 0.08 -0.20 0.30
H -1.195431 -2.929016 2.158807 -0.91 0.54 0.08 0.26
H 1.108714 -2.401227 3.009829 -0.08 -0.11 2.63 0.46
H 1.015178 -1.920699 1.565560 0.28 0.61 -1.49 -0.37
H 1.866497 -4.761715 2.047074 0.24 -0.55 -0.50 0.32
H 3.019666 -3.489395 2.455515 -0.73 -0.36 -0.71 0.31
C -1.369482 -1.444962 -3.453117 -0.19 -1.28 -0.25 -1.40
C -0.747014 -1.835384 -2.134118 1.92 -0.90 -0.25 0.33
C -1.394961 -1.337529 -0.825676 0.28 -1.65 -0.54 2.21
C -2.640013 -2.082650 -0.617193 3.57 2.39 -0.13 0.00
N -3.646373 -2.552356 -0.481138 -3.66 -1.98 0.51 -0.62
H -1.367344 -0.395220 -3.512801 -0.72 1.55 -0.10 0.32
H -2.351148 -1.917065 -3.676881 0.63 0.49 0.10 0.37
H -0.611984 -1.720934 -4.195474 -0.51 -0.37 -0.25 0.41
H 0.262820 -1.338603 -2.256322 -0.71 -0.83 0.84 -0.50
H -0.584960 -2.982945 -2.171313 -0.16 1.84 0.59 0.39
H -1.599398 -0.304384 -0.843704 -0.55 1.40 -0.52 -0.68
H -0.732746 -1.383711 0.035628 0.08 -0.60 0.01 -0.80
```
Forces are in eV/Å.

structure (SMILES)	C[C@H]1COC(=O)O1.C[C@H]1COC(=O)O1.COC(=O)OC.COC(=O)OC.COC(=O)OC.CCCC#N.CCCC#N
net charge	0
total energy	-60326.187	eV
relative energy (zero: lowest compared OMol25 entry of this formula, charge and spin)	63.4	kJ/mol